# C5H8O

The molecule C5H8O (ωB97M-V/def2-TZVPD, the Open Molecules 2025 dataset).

Properties
Calculated total energy   -7360.2579 eV
Gap between HOMO and LUMO   11.128 eV
SMILES string   C1CC2(C1)CO2

ORCA input file:
```
! RIJCOSX wB97M-V def2-TZVPD def2/J DEFGRID3
* xyz 0 1
C 1.890 -0.210 0.448
O 1.466 1.130 0.684
C 0.517 0.213 0.193
C -0.768 -0.160 0.928
C -1.483 -0.207 -0.449
C -0.219 0.378 -1.133
H 2.121 -0.789 1.343
H 2.581 -0.342 -0.386
H -1.114 0.651 1.575
H -0.746 -1.092 1.503
H -2.386 0.403 -0.527
H -1.720 -1.223 -0.777
H -0.318 1.430 -1.415
H 0.180 -0.181 -1.986
*
```

=====

# C21H47BO29S7Si

A cluster of 8 separate species, C21H47BO29S7Si in total (ωB97M-V/def2-TZVPD, the Open Molecules 2025 dataset).

Properties
Calculated total energy   -166310.9799 eV
Gap between HOMO and LUMO   9.267 eV
SMILES string   CCOCB(C)[Si](C)(C)C.O=S1(=O)OCCO1.O=S1(=O)OCCO1.O=S1(=O)OCCO1.O=S1(=O)OCCO1.O=S1(=O)OCCO1.O=S1(=O)OCCO1.O=S1(=O)OCCO1

ORCA input file:
```
! RIJCOSX wB97M-V def2-TZVPD def2/J DEFGRID3
* xyz 0 1
C -1.629 -1.742 -1.281
C -0.140 -1.386 -1.345
O 0.558 -1.821 -0.191
C 1.269 -0.803 0.495
B 2.185 -1.341 1.646
C 2.707 -2.809 1.584
Si 2.651 -0.004 3.073
C 1.208 0.303 4.262
C 4.162 -0.492 4.116
C 3.039 1.614 2.182
H -2.204 -0.906 -1.677
H -1.903 -1.903 -0.238
H -1.875 -2.631 -1.853
H -0.059 -0.299 -1.450
H 0.315 -1.827 -2.236
H 1.993 -0.326 -0.198
H 0.589 -0.002 0.811
H 2.795 -3.154 0.551
H 3.705 -2.841 2.024
H 2.053 -3.506 2.112
H 1.354 -0.264 5.184
H 0.223 0.109 3.840
H 1.251 1.356 4.549
H 4.585 -1.448 3.806
H 4.922 0.288 4.037
H 3.903 -0.566 5.174
H 3.999 1.505 1.673
H 3.039 2.482 2.838
H 2.283 1.737 1.406
C 1.272 -2.272 -6.067
C 0.504 -1.861 -7.303
O -0.872 -1.907 -6.882
S -0.986 -1.490 -5.349
O -1.335 -0.119 -5.252
O -1.729 -2.484 -4.666
O 0.561 -1.638 -4.988
H 1.248 -3.352 -5.919
H 2.300 -1.922 -6.069
H 0.654 -2.553 -8.123
H 0.744 -0.841 -7.610
C -2.617 2.819 0.427
C -2.711 1.350 0.774
O -1.578 1.129 1.643
S -1.307 2.427 2.517
O -1.915 2.280 3.791
O 0.066 2.764 2.403
O -2.187 3.439 1.662
H -1.869 3.010 -0.339
H -3.566 3.250 0.131
H -2.632 0.706 -0.093
H -3.622 1.120 1.328
C -1.575 -6.198 -9.566
C -0.389 -7.047 -9.979
O 0.502 -6.108 -10.608
S 0.382 -4.691 -9.893
O 1.419 -4.560 -8.932
O 0.185 -3.698 -10.882
O -0.978 -4.970 -9.116
H -2.232 -5.980 -10.408
H -2.147 -6.632 -8.751
H -0.647 -7.822 -10.694
H 0.115 -7.488 -9.118
C 8.507 -1.256 3.381
C 8.276 -2.303 4.451
O 7.216 -3.107 3.914
S 7.345 -3.194 2.325
O 8.002 -4.391 1.956
O 6.089 -2.844 1.771
O 8.370 -1.981 2.150
H 7.750 -0.470 3.414
H 9.500 -0.817 3.424
H 7.953 -1.880 5.398
H 9.155 -2.931 4.603
C -3.487 6.470 3.379
C -2.643 7.694 3.096
O -3.078 8.110 1.790
S -4.632 7.798 1.607
O -5.396 8.960 1.873
O -4.794 7.086 0.390
O -4.780 6.803 2.844
H -3.111 5.592 2.856
H -3.576 6.257 4.440
H -1.579 7.479 3.067
H -2.840 8.499 3.807
C -5.295 4.060 -4.473
C -5.066 4.835 -3.190
O -5.272 3.848 -2.165
S -4.778 2.421 -2.674
O -3.459 2.191 -2.194
O -5.803 1.480 -2.427
O -4.694 2.777 -4.219
H -6.356 3.915 -4.677
H -4.809 4.512 -5.334
H -5.771 5.647 -3.045
H -4.045 5.212 -3.117
C -0.181 -1.489 7.526
C -1.431 -0.751 7.100
O -2.450 -1.301 7.950
S -1.838 -1.662 9.379
O -2.083 -0.607 10.292
O -2.199 -2.995 9.691
O -0.298 -1.601 8.951
H -0.143 -2.492 7.098
H 0.731 -0.953 7.282
H -1.690 -0.924 6.060
H -1.351 0.321 7.288
*
```

=====

# C20H46N3OOsP2S

A structure of composition C20H46N3OOsP2S in a non-equilibrium geometry (ωB97M-V/def2-TZVPD, the Open Molecules 2025 dataset).

Properties
Calculated total energy   -59855.1085 eV
Gap between HOMO and LUMO (alpha / beta)   7.246 / 5.517 eV

ORCA input file:
```
! RIJCOSX wB97M-V def2-TZVPD def2/J DEFGRID3
* xyz 3 5
Os 0.145 0.003 -0.580
P 0.056 -2.005 -1.810
P 0.238 2.281 -0.029
N 0.514 0.787 -2.547
C 0.992 -1.541 -3.327
H 1.895 -2.163 -3.392
H 0.369 -1.780 -4.199
C 1.397 -0.074 -3.391
H 2.435 0.075 -3.056
H 1.338 0.317 -4.419
C 0.838 2.264 -2.712
H -0.066 2.762 -3.103
H 1.617 2.346 -3.482
C 1.307 2.874 -1.406
H 1.275 3.971 -1.459
H 2.348 2.584 -1.194
C 1.114 3.037 1.422
C 2.182 2.078 1.956
H 2.989 1.920 1.223
H 1.751 1.099 2.221
H 2.630 2.497 2.869
C -1.313 3.234 -0.364
C -2.438 2.790 0.578
H -3.390 2.816 0.027
H -2.528 3.463 1.442
H -2.299 1.757 0.932
C -1.570 -2.642 -2.412
C -2.321 -3.438 -1.339
H -3.369 -3.536 -1.659
H -2.315 -2.938 -0.363
H -1.918 -4.454 -1.232
C 1.062 -3.420 -1.129
C 0.604 -3.805 0.280
H 1.389 -4.409 0.755
H -0.320 -4.396 0.266
H 0.431 -2.925 0.915
C 1.925 -0.362 -0.195
O 3.058 -0.574 0.041
C -1.081 4.763 -0.383
H -0.062 5.071 -0.107
H -1.274 5.150 -1.394
H -1.783 5.262 0.298
C -1.528 -3.403 -3.755
H -2.223 -4.253 -3.723
H -1.860 -2.748 -4.571
H -0.539 -3.796 -4.017
C 1.164 -4.648 -2.037
H 1.830 -5.376 -1.554
H 0.195 -5.141 -2.190
H 1.604 -4.415 -3.014
C 0.173 3.510 2.530
H -0.499 2.700 2.853
H 0.777 3.812 3.399
H -0.430 4.379 2.235
H 1.632 3.923 1.010
H 2.072 -2.976 -1.052
H -1.583 2.912 -1.387
H -2.126 -1.702 -2.573
H -0.441 0.681 -2.909
H -1.395 0.058 -1.245
C -0.979 1.004 4.961
N -1.287 0.497 3.621
C -0.538 -0.311 2.855
S -1.121 -0.684 1.245
N 0.555 -0.947 3.337
C 0.601 -1.536 4.681
H -1.587 0.496 5.721
H -1.198 2.077 4.990
H 0.085 0.878 5.194
H -2.156 0.802 3.182
H 1.086 -1.454 2.624
H 0.735 -2.617 4.595
H 1.458 -1.120 5.228
H -0.330 -1.340 5.222
*
```

=====

# C5H9O

The ion C5H9O with charge -1 in a non-equilibrium geometry (ωB97M-V/def2-TZVPD, the Open Molecules 2025 dataset).

Properties
Calculated total energy   -7376.8594 eV
Gap between HOMO and LUMO   5.984 eV
SMILES string   C=CCCC[O-]

ORCA input file:
```
! RIJCOSX wB97M-V def2-TZVPD def2/J DEFGRID3
* xyz -1 1
C -1.349 0.144 -1.566
O -1.718 0.338 -2.822
C 0.180 0.319 -1.232
C 0.408 0.608 0.290
C 0.874 -0.578 1.078
C 0.562 -0.808 2.344
H -1.826 0.907 -0.870
H -1.573 -0.836 -1.044
H 0.583 1.171 -1.787
H 0.687 -0.574 -1.606
H 1.263 1.275 0.201
H -0.428 1.122 0.758
H 1.503 -1.253 0.509
H 0.022 -0.082 2.937
H 0.811 -1.754 2.812
*
```

=====

# C6H8N2O

The molecule C6H8N2O in a non-equilibrium geometry (ωB97M-V/def2-TZVPD, the Open Molecules 2025 dataset).

Properties
Calculated total energy   -11376.1689 eV
Gap between HOMO and LUMO   9.603 eV
SMILES string   CC(=O)c1nccn1C

ORCA input file:
```
! RIJCOSX wB97M-V def2-TZVPD def2/J DEFGRID3
* xyz 0 1
C -2.228 0.191 0.604
C -1.522 -0.834 -0.189
C 0.000 -0.855 -0.087
C 1.991 -1.609 0.104
C 2.125 -0.265 -0.037
C 0.436 1.558 -0.483
H -1.550 0.309 1.506
H -3.450 -0.278 0.756
H -2.295 1.219 0.279
H 2.865 -2.274 0.277
H 3.055 0.525 -0.365
H 1.365 2.052 -0.843
H 0.021 2.062 0.448
H -0.248 1.632 -1.029
N 0.676 -2.020 0.101
N 0.868 0.205 -0.185
O -2.109 -1.617 -0.855
*
```

=====

# C50H70N7O5PSSi2Ti

A structure of composition C50H70N7O5PSSi2Ti in a non-equilibrium geometry (ωB97M-V/def2-TZVPD, the Open Molecules 2025 dataset).

Properties
Calculated total energy   -132655.7061 eV
Gap between HOMO and LUMO (alpha / beta)   5.893 / 5.969 eV

ORCA input file:
```
! RIJCOSX wB97M-V def2-TZVPD def2/J DEFGRID3
* xyz 1 2
Ti 1.330 0.508 -0.282
C -4.343 0.291 -0.266
C -3.369 1.000 -1.207
C -3.979 2.320 -1.680
C -3.043 0.102 -2.410
O -2.139 1.225 -0.507
Si -1.872 2.247 0.759
S -0.012 1.675 1.535
O -1.812 3.705 0.052
C -1.538 5.047 0.411
C -2.856 5.824 0.351
C -0.561 5.598 -0.630
C -0.913 5.167 1.800
O -3.126 2.058 1.752
C -3.575 2.124 3.092
C -4.026 0.714 3.495
C -4.761 3.095 3.106
C -2.480 2.591 4.049
H -5.183 -0.134 -0.812
H -4.715 1.000 0.464
H -3.818 -0.501 0.263
H -4.850 2.114 -2.298
H -3.258 2.904 -2.251
H -4.281 2.913 -0.821
H -3.939 -0.414 -2.744
H -2.298 -0.635 -2.121
H -2.660 0.673 -3.251
H -3.268 5.776 -0.654
H -2.691 6.864 0.621
H -3.576 5.391 1.041
H -0.940 5.413 -1.632
H 0.405 5.109 -0.521
H -0.432 6.667 -0.489
H -1.667 5.021 2.569
H -0.480 6.156 1.929
H -0.134 4.418 1.927
H -4.797 0.352 2.818
H -4.422 0.728 4.508
H -3.178 0.033 3.453
H -5.559 2.713 2.472
H -4.449 4.063 2.719
H -5.139 3.228 4.115
H -1.578 2.008 3.881
H -2.812 2.465 5.078
H -2.247 3.639 3.888
N -0.535 1.885 -2.607
C 0.524 2.653 -2.295
N 0.727 3.741 -3.009
C 1.834 4.451 -2.725
N 2.047 5.556 -3.449
N 2.706 4.124 -1.781
C 2.427 3.023 -1.082
N 1.336 2.218 -1.299
C 3.246 2.647 0.016
C 4.328 3.433 0.457
C 4.981 3.104 1.613
C 4.491 2.010 2.356
C 3.440 1.276 1.866
N 2.845 1.515 0.680
H -1.175 2.329 -3.252
H -0.975 1.375 -1.835
H 1.321 5.867 -4.066
H 2.831 6.141 -3.230
H 4.591 4.293 -0.136
H 5.820 3.677 1.976
H 4.924 1.778 3.316
H 3.033 0.458 2.452
O -0.439 -1.267 -0.472
P -1.029 -2.546 0.046
C -2.817 -2.844 -0.284
C -3.709 -2.941 0.780
C -5.047 -3.218 0.563
C -5.518 -3.399 -0.724
C -4.643 -3.293 -1.791
C -3.302 -3.028 -1.574
C -0.231 -4.010 -0.706
C -0.188 -4.051 -2.096
C 0.341 -5.141 -2.760
C 0.838 -6.214 -2.037
C 0.833 -6.168 -0.654
C 0.301 -5.074 0.009
C -0.942 -2.643 1.860
C -0.663 -1.453 2.519
C -0.690 -1.390 3.903
C -0.982 -2.527 4.639
C -1.262 -3.719 3.985
C -1.266 -3.777 2.602
H -3.365 -2.799 1.791
H -5.716 -3.295 1.406
H -6.561 -3.620 -0.892
H -5.006 -3.427 -2.798
H -2.637 -2.968 -2.421
H -0.544 -3.201 -2.657
H 0.364 -5.162 -3.840
H 1.245 -7.073 -2.550
H 1.241 -6.992 -0.085
H 0.311 -5.055 1.087
H -0.430 -0.565 1.937
H -0.489 -0.450 4.398
H -1.010 -2.483 5.717
H -1.500 -4.604 4.557
H -1.552 -4.693 2.107
C 5.169 -2.628 1.823
N 4.292 -1.749 1.073
C 4.976 -0.912 0.111
C 2.969 -1.708 1.255
C 2.364 -2.581 2.322
O 2.201 -0.989 0.573
H 6.163 -2.554 1.389
H 4.848 -3.667 1.754
H 5.225 -2.336 2.874
H 5.497 -1.544 -0.608
H 5.697 -0.278 0.631
H 4.260 -0.286 -0.423
H 3.088 -3.019 2.997
H 1.809 -3.378 1.825
H 1.644 -1.991 2.891
C 0.935 -0.891 -3.994
Si 2.181 -0.405 -2.582
C 3.310 0.885 -3.501
C 3.342 -1.963 -2.406
C 2.930 -2.992 -1.563
C 3.707 -4.112 -1.332
C 4.939 -4.236 -1.956
C 5.376 -3.228 -2.798
C 4.590 -2.108 -3.016
H 1.460 -1.412 -4.790
H 0.468 -0.009 -4.424
H 0.135 -1.537 -3.650
H 3.708 0.459 -4.418
H 4.149 1.231 -2.897
H 2.737 1.763 -3.788
H 1.971 -2.902 -1.070
H 3.351 -4.890 -0.670
H 5.553 -5.107 -1.781
H 6.336 -3.314 -3.287
H 4.964 -1.331 -3.665
*
```

=====

# C5H23NO7

A cluster of 7 separate species, C5H23NO7 in total in a non-equilibrium geometry (ωB97M-V/def2-TZVPD, the Open Molecules 2025 dataset).

Properties
Calculated total energy   -21378.1048 eV
Gap between HOMO and LUMO   8.615 eV
SMILES string   N/C=C/CCCO.O.O.O.O.O.O

ORCA input file:
```
! RIJCOSX wB97M-V def2-TZVPD def2/J DEFGRID3
* xyz 0 1
C -0.294 0.603 -2.425
O -0.035 1.905 -1.774
C -1.810 0.368 -2.484
C -2.681 0.391 -1.254
C -2.116 -0.505 -0.179
C -1.418 -0.259 0.913
N -0.854 -1.365 1.606
H 0.256 -0.112 -1.846
H 0.099 0.538 -3.518
H -0.958 2.369 -1.493
H -2.379 1.122 -3.179
H -1.989 -0.636 -2.911
H -3.715 -0.047 -1.506
H -2.721 1.439 -0.857
H -2.337 -1.644 -0.270
H -1.234 0.662 1.344
H -1.069 -2.295 1.394
H 0.046 -1.249 1.881
H 0.374 2.827 0.860
H -0.834 2.046 1.388
O -0.544 2.828 1.101
H 1.149 1.391 -0.193
H 2.458 2.154 -0.597
O 1.831 1.928 0.103
H 2.924 -2.608 1.220
H 2.843 -1.948 2.561
O 2.348 -2.525 1.952
H -0.028 -2.725 -1.246
H 1.328 -3.237 -1.668
O 0.536 -2.817 -1.999
H 1.478 1.071 3.671
H 0.170 0.267 3.738
O 1.013 0.385 3.268
H 2.128 -0.300 1.328
H 3.118 0.456 0.354
O 2.915 -0.478 0.718
*
```

=====

# C40H39BLuN12S3

A structure of composition C40H39BLuN12S3 in a non-equilibrium geometry (ωB97M-V/def2-TZVPD, the Open Molecules 2025 dataset).

Properties
Calculated total energy   -126795.3932 eV
Gap between HOMO and LUMO   6.956 eV

ORCA input file:
```
! RIJCOSX wB97M-V def2-TZVPD def2/J DEFGRID3
* xyz 1 1
Lu 1.218 0.994 -0.719
N -3.303 1.469 -0.382
C -1.949 1.457 -0.353
S -1.186 0.753 -1.768
N -1.425 1.936 0.751
N -0.055 1.999 0.829
C 0.491 2.326 1.955
C -0.202 2.552 3.243
C 0.426 2.074 4.398
C -0.174 2.213 5.639
C -1.399 2.857 5.747
C -2.019 3.355 4.608
C -1.435 3.195 3.361
C 1.974 2.544 1.922
C 2.482 3.682 2.408
C 3.789 4.330 2.221
C 4.783 3.992 1.396
C 4.809 2.760 0.547
N 2.714 1.634 1.096
H -3.785 1.188 -1.214
H -3.801 1.932 0.360
H 1.390 1.586 4.319
H 0.319 1.828 6.523
H -1.867 2.973 6.716
H -2.968 3.869 4.691
H -1.925 3.577 2.479
H 1.767 4.274 2.967
H 3.902 5.256 2.772
H 5.633 4.661 1.305
H 5.840 2.417 0.436
C 1.438 5.478 -1.051
C 0.807 4.245 -1.186
N 1.699 3.254 -1.191
N 2.918 3.827 -1.046
C 2.780 5.158 -0.969
B 4.278 3.073 -0.994
N 4.093 1.694 1.252
C 4.583 0.999 2.277
C 3.863 -0.017 2.854
C 2.758 -0.443 2.090
N 2.244 0.279 1.146
N 4.200 1.803 -1.896
C 5.128 1.473 -2.806
C 4.652 0.440 -3.589
C 3.377 0.199 -3.091
N 3.110 1.005 -2.057
H 0.989 6.457 -1.032
H -0.245 4.024 -1.298
H 3.645 5.797 -0.877
H 5.114 3.797 -1.476
H 5.607 1.225 2.553
H 4.265 -0.614 3.655
H 2.354 -1.447 2.172
H 6.060 2.014 -2.855
H 5.142 -0.050 -4.413
H 2.641 -0.509 -3.436
S -0.494 -1.078 1.144
C -0.629 -2.502 0.324
N -1.321 -3.562 0.743
C -1.508 -4.712 -0.139
C -1.723 -4.203 -1.535
N -0.555 -3.401 -1.924
C -0.141 -3.505 -3.337
C -1.325 -3.327 -4.255
C -1.789 -4.376 -5.038
C -2.885 -4.196 -5.873
C -3.524 -2.966 -5.921
C -3.063 -1.913 -5.138
C -1.967 -2.092 -4.309
C 0.043 -2.628 -1.040
S 1.499 -1.835 -1.337
C -2.041 -3.585 2.027
C -3.517 -3.327 1.830
C -4.417 -4.388 1.805
C -5.768 -4.166 1.563
C -6.226 -2.875 1.346
C -5.334 -1.810 1.381
C -3.986 -2.030 1.623
H -2.388 -5.257 0.188
H -0.643 -5.379 -0.092
H -2.630 -3.598 -1.589
H -1.822 -5.026 -2.239
H 0.331 -4.477 -3.490
H 0.609 -2.740 -3.505
H -1.285 -5.337 -5.005
H -3.237 -5.016 -6.486
H -4.377 -2.824 -6.572
H -3.556 -0.950 -5.179
H -1.612 -1.270 -3.695
H -1.588 -2.836 2.668
H -1.883 -4.570 2.468
H -4.068 -5.397 2.002
H -6.459 -4.998 1.555
H -7.278 -2.698 1.160
H -5.692 -0.799 1.226
H -3.293 -1.197 1.650
*
```